Entry 1:
Computed, not measured: a cluster of 14 separate species, C76H144F27N5O18 in total, with wB97M-V/def2-TZVPD.

Calculated values
Highest occupied orbital energy: 0.6 eV
Charge: -4
2S+1: 1
Kohn-Sham gap: 4.15 eV

The geometry in XYZ format:
```
270
Properties=species:S:1:pos:R:3:lowdin_charge:R:1
C -2.258 4.697 0.876 -0.072
C -2.881 5.196 2.198 -0.214
C -2.775 6.701 2.422 -0.093
N -3.211 7.088 3.862 -0.218
C -4.765 7.025 3.940 0.043
C -2.592 6.293 5.004 -0.070
C -2.495 7.226 6.253 -0.130
C -2.753 8.624 5.720 -0.185
C -2.771 8.514 4.200 -0.101
H -2.872 5.205 0.132 0.071
H -2.330 3.622 0.712 0.055
H -1.245 5.019 0.637 0.070
H -2.459 4.651 3.042 0.081
H -3.950 4.984 2.186 0.106
H -3.280 7.291 1.657 0.139
H -1.719 6.967 2.374 0.125
H -5.173 7.524 3.061 0.103
H -5.112 7.607 4.793 0.094
H -5.044 5.972 3.963 0.097
H -3.040 5.309 5.146 0.130
H -1.590 6.174 4.592 0.111
H -3.273 7.114 7.009 0.104
H -1.502 7.178 6.698 0.118
H -3.690 8.973 6.155 0.096
H -1.941 9.186 6.181 0.119
H -3.266 9.351 3.706 0.134
H -1.718 8.558 3.924 0.127
C -1.120 -4.936 -1.018 -0.105
C -2.520 -4.448 -0.795 -0.210
C -3.634 -5.495 -1.157 -0.095
N -5.020 -4.815 -1.042 -0.226
C -5.293 -4.224 0.383 0.056
C -6.086 -5.915 -1.310 -0.087
C -6.919 -5.407 -2.544 -0.137
C -6.683 -3.876 -2.669 -0.112
C -5.185 -3.794 -2.193 -0.070
H -0.734 -4.994 -2.036 0.089
H -0.918 -5.959 -0.701 0.075
H -0.413 -4.267 -0.527 0.050
H -2.580 -3.544 -1.402 0.097
H -2.693 -4.107 0.225 0.095
H -3.562 -6.335 -0.466 0.124
H -3.556 -5.911 -2.161 0.133
H -5.050 -5.105 0.977 0.097
H -6.303 -3.875 0.597 0.107
H -4.531 -3.462 0.554 0.069
H -6.622 -5.994 -0.364 0.109
H -5.518 -6.845 -1.348 0.110
H -7.988 -5.561 -2.393 0.100
H -6.654 -6.105 -3.338 0.107
H -7.297 -3.285 -1.989 0.114
H -6.813 -3.499 -3.683 0.096
H -4.865 -2.782 -1.945 0.120
H -4.676 -4.202 -3.067 0.133
C 6.515 -4.516 8.424 -0.071
C 5.363 -3.577 7.831 -0.205
C 5.634 -3.168 6.384 -0.135
N 4.475 -2.348 5.809 -0.253
C 4.280 -1.069 6.610 0.055
C 3.224 -3.198 5.565 -0.048
C 2.526 -2.686 4.262 -0.135
C 3.589 -1.946 3.541 -0.148
C 4.911 -1.997 4.365 -0.056
H 6.173 -4.834 9.409 0.060
H 7.501 -4.051 8.399 0.068
H 6.612 -5.434 7.845 0.063
H 5.449 -2.690 8.458 0.086
H 4.306 -3.831 7.904 0.107
H 5.682 -4.048 5.743 0.117
H 6.524 -2.555 6.243 0.134
H 3.476 -0.508 6.133 0.117
H 5.277 -0.636 6.531 0.103
H 3.957 -1.461 7.575 0.093
H 2.631 -3.186 6.479 0.124
H 3.480 -4.245 5.404 0.121
H 1.714 -2.015 4.542 0.084
H 2.180 -3.492 3.615 0.093
H 3.178 -0.948 3.389 0.109
H 3.755 -2.279 2.516 0.111
H 5.415 -1.033 4.432 0.116
H 5.705 -2.659 4.020 0.125
C 0.020 1.872 -7.068 -0.099
C 1.545 2.002 -6.989 -0.213
C 2.081 2.652 -5.654 -0.055
N 3.650 2.915 -5.678 -0.247
C 3.952 4.094 -6.584 0.009
C 4.055 3.276 -4.227 -0.082
C 4.192 1.930 -3.548 -0.145
C 4.666 0.968 -4.636 -0.111
C 4.529 1.714 -5.987 -0.061
H -0.359 1.291 -6.227 0.076
H -0.354 1.367 -7.958 0.080
H -0.572 2.787 -7.023 0.068
H 1.858 2.483 -7.915 0.093
H 1.815 0.947 -7.018 0.098
H 1.742 1.951 -4.891 0.113
H 1.545 3.550 -5.345 0.126
H 3.314 4.906 -6.236 0.105
H 3.621 3.695 -7.543 0.088
H 5.008 4.366 -6.579 0.100
H 4.974 3.840 -4.383 0.128
H 3.350 3.978 -3.782 0.132
H 4.865 1.929 -2.690 0.110
H 3.245 1.650 -3.087 0.097
H 5.687 0.723 -4.341 0.117
H 4.120 0.025 -4.681 0.094
H 5.499 2.176 -6.167 0.122
H 4.153 1.206 -6.876 0.132
C -0.951 3.301 -2.171 -0.075
C -0.566 1.820 -2.363 -0.209
C -0.742 1.042 -1.055 -0.069
N -0.292 -0.489 -1.067 -0.137
C -1.093 -1.250 -2.243 0.070
C -0.516 -1.172 0.264 -0.124
C 0.833 -1.495 0.866 -0.146
C 1.714 -1.679 -0.393 -0.129
C 1.235 -0.502 -1.278 -0.085
H -1.980 3.448 -1.842 0.060
H -0.837 3.873 -3.092 0.079
H -0.507 3.838 -1.333 0.048
H 0.440 1.690 -2.763 0.084
H -1.235 1.473 -3.150 0.085
H -1.819 0.912 -0.946 0.108
H -0.273 1.492 -0.181 0.114
H -0.965 -0.856 -3.251 0.088
H -2.169 -1.235 -2.072 0.081
H -0.770 -2.291 -2.271 0.082
H -0.926 -2.180 0.199 0.097
H -1.207 -0.662 0.936 0.114
H 0.793 -2.374 1.509 0.082
H 1.195 -0.716 1.537 0.112
H 1.551 -2.544 -1.037 0.102
H 2.792 -1.578 -0.268 0.098
H 1.445 -0.730 -2.323 0.102
H 1.692 0.420 -0.917 0.110
C 7.950 -3.883 -3.135 -0.445
O 6.841 -3.648 -2.183 -0.145
O 8.108 -5.260 -3.238 -0.287
C 7.949 -3.074 -4.526 -0.599
F 7.187 -3.756 -5.416 0.097
F 7.474 -1.865 -4.397 0.139
F 9.161 -2.971 -5.090 0.106
C 5.470 -3.914 -2.562 -0.238
C 4.806 -3.756 -1.179 -0.075
H 5.227 -4.266 -0.313 0.079
H 4.840 -2.706 -0.890 0.041
H 3.781 -4.126 -1.141 0.047
H 5.356 -4.947 -2.892 0.104
H 5.081 -3.224 -3.310 0.094
H 8.788 -3.522 -2.539 0.110
C 2.844 -2.502 -6.021 -0.430
O 2.701 -3.984 -6.191 -0.132
O 2.579 -1.988 -7.294 -0.262
C 1.951 -2.137 -4.800 -0.615
F 0.692 -2.375 -5.098 0.166
F 2.309 -2.768 -3.654 0.099
F 2.019 -0.870 -4.442 0.110
C 3.240 -4.941 -5.284 -0.271
C 2.931 -6.282 -5.974 -0.087
H 2.925 -7.121 -5.278 0.054
H 1.949 -6.177 -6.435 0.065
H 3.597 -6.679 -6.739 0.061
H 2.904 -4.772 -4.260 0.097
H 4.329 -4.930 -5.258 0.102
H 3.867 -2.285 -5.715 0.120
C 3.872 3.376 0.081 -0.473
O 4.510 2.185 -0.336 -0.124
O 4.590 4.287 -0.671 -0.254
C 2.315 3.316 -0.170 -0.594
F 1.728 2.371 0.545 0.124
F 1.614 4.435 0.079 0.120
F 2.054 3.140 -1.445 0.136
C 4.623 1.111 0.546 -0.280
C 5.704 0.163 -0.039 -0.056
H 6.722 0.545 0.033 0.073
H 5.570 -0.801 0.452 0.059
H 5.551 0.010 -1.107 0.064
H 3.695 0.542 0.598 0.085
H 4.937 1.303 1.572 0.111
H 4.065 3.518 1.144 0.129
C -7.759 6.712 -3.463 -0.436
O -6.611 6.004 -2.849 -0.166
O -8.870 6.615 -2.582 -0.302
C -7.279 8.067 -4.027 -0.606
F -8.196 8.405 -4.952 0.090
F -7.258 9.149 -3.202 0.098
F -6.161 8.023 -4.686 0.161
C -6.653 4.580 -2.488 -0.230
C -5.332 4.256 -1.745 -0.081
H -5.117 3.207 -1.542 0.052
H -4.536 4.709 -2.335 0.064
H -5.223 4.762 -0.786 0.051
H -6.882 3.973 -3.364 0.102
H -7.462 4.375 -1.788 0.096
H -7.913 6.058 -4.322 0.118
C -4.507 0.108 0.551 -0.418
O -4.645 0.759 1.844 -0.134
O -3.757 -1.035 0.773 -0.228
C -6.032 -0.097 -0.003 -0.565
F -5.927 -0.572 -1.290 0.074
F -6.787 -0.983 0.653 0.108
F -6.839 0.909 -0.016 0.174
C -3.500 1.445 2.403 -0.203
C -3.891 2.011 3.843 -0.057
H -4.208 1.304 4.610 0.064
H -3.030 2.596 4.167 0.037
H -4.672 2.770 3.894 0.046
H -3.179 2.215 1.703 0.076
H -2.627 0.833 2.631 0.095
H -4.020 0.845 -0.087 0.106
C 1.650 6.040 4.276 -0.453
O 0.982 4.818 4.205 -0.127
O 0.717 7.032 3.887 -0.282
C 2.292 6.096 5.747 -0.570
F 2.534 7.303 6.210 0.134
F 1.338 5.559 6.620 0.058
F 3.387 5.393 5.850 0.158
C 0.926 4.095 2.999 -0.250
C 0.181 2.763 3.265 -0.036
H 0.636 2.238 4.105 0.086
H -0.857 3.004 3.492 0.040
H 0.059 2.195 2.342 0.050
H 1.954 3.884 2.703 0.106
H 0.369 4.602 2.211 0.091
H 2.473 6.040 3.562 0.133
C -4.570 -0.568 -4.308 -0.406
O -5.466 -0.511 -5.437 -0.121
O -3.472 -1.396 -4.641 -0.262
C -4.175 0.920 -3.859 -0.582
F -5.182 1.714 -4.025 0.164
F -3.814 0.980 -2.588 0.128
F -3.193 1.596 -4.522 0.100
C -6.385 -1.512 -5.740 -0.317
C -7.145 -1.232 -7.027 -0.086
H -7.657 -0.270 -7.044 0.071
H -6.443 -1.140 -7.856 0.071
H -7.793 -2.074 -7.271 0.061
H -7.070 -1.550 -4.893 0.102
H -5.916 -2.484 -5.890 0.106
H -5.208 -1.053 -3.569 0.098
C -0.730 -1.777 6.510 -0.404
O -0.699 -2.655 5.363 -0.146
O 0.332 -0.818 6.248 -0.297
C -2.167 -1.309 6.995 -0.600
F -3.138 -2.140 6.713 0.150
F -2.212 -1.199 8.322 0.119
F -2.520 -0.122 6.447 0.108
C -1.157 -2.065 4.143 -0.243
C -1.510 -3.213 3.142 -0.048
H -2.141 -4.011 3.533 0.069
H -1.809 -2.701 2.228 0.043
H -0.627 -3.767 2.826 0.038
H -0.328 -1.509 3.705 0.084
H -1.855 -1.233 4.234 0.111
H -0.358 -2.547 7.186 0.116
C 5.104 -6.335 3.035 -0.438
O 3.912 -5.613 2.610 -0.121
O 6.221 -5.455 3.076 -0.262
C 4.753 -7.177 4.331 -0.505
F 3.484 -7.676 4.260 0.087
F 5.574 -8.249 4.558 0.087
F 4.776 -6.462 5.493 0.074
C 3.018 -6.101 1.601 -0.246
C 1.885 -5.075 1.413 -0.082
H 1.280 -5.276 0.529 0.055
H 1.195 -5.003 2.253 0.055
H 2.266 -4.056 1.345 0.051
H 2.504 -7.010 1.911 0.101
H 3.392 -6.247 0.587 0.110
H 5.227 -7.201 2.384 0.125
```

---

Entry 2:
Computed, not measured: an isolated molecule of C7H10ClIN2O2, with wB97M-V/def2-TZVPD.

Calculated values
Highest occupied orbital energy (spin up / spin down): -5.0 / -9.3 eV
Charge: 0
2S+1: 3
Kohn-Sham gap (spin up / spin down): 5.49 / 8.63 eV
<S²>: 2.0083

The geometry in XYZ format:
```
23
Properties=species:S:1:pos:R:3:lowdin_spin:R:1
C 1.030 1.928 0.839 0.026
C -0.214 0.944 -0.924 0.477
C -0.838 -2.287 0.501 0.006
C 0.653 -2.270 0.576 0.075
C -1.149 -1.305 -0.578 0.021
C 0.971 -0.916 -0.019 0.541
C -1.539 1.328 -1.354 0.097
N -0.053 -0.306 -0.499 0.319
N 2.104 2.711 1.001 0.011
O 0.428 1.357 1.680 0.012
O 0.740 1.886 -0.548 0.087
Cl -2.960 1.304 -0.224 0.124
I 2.951 -0.315 -0.181 0.130
H -1.151 -3.274 0.281 0.000
H -1.501 -1.922 1.426 0.000
H 1.101 -2.476 1.647 0.026
H 1.104 -3.216 0.092 0.027
H -1.096 -1.631 -1.552 0.007
H -2.144 -0.796 -0.456 0.000
H -1.913 0.675 -2.182 0.013
H -1.460 2.416 -1.722 0.004
H 2.366 3.466 0.359 0.000
H 2.568 2.697 1.839 0.001
```